# 1
{"formula": "CH4NO4S2", "method": "wB97M-V/def2-TZVPD", "mol_weight_da": 158.2, "charge": -1, "relative_energy_kj_mol": 101.8, "species": ["C", "N", "O", "O", "O", "O", "S", "S", "H", "H", "H", "H"], "positions_angstrom": [[1.507371, -0.862544, 0.810818], [0.415260, 0.098367, 0.933797], [-1.274668, -0.420019, -2.599891], [-1.797290, 0.460007, 2.263205], [0.045448, 1.380124, -1.410871], [-2.249398, 1.793879, -2.168915], [-1.178342, -0.581288, 1.375009], [-1.305723, 0.779901, -1.751889], [1.174653, -1.858589, 0.738391], [2.282765, -0.468585, 0.052446], [2.139387, -0.884533, 1.701952], [0.240537, 0.563282, 0.055948]], "forces_ev_per_angstrom": [[1.759, 2.049, 0.099], [-1.562, -1.434, 1.436], [0.294, 0.137, 0.154], [0.236, -0.980, -0.523], [-1.148, -0.781, -0.664], [-0.746, 0.582, -0.237], [1.684, 1.895, 0.117], [1.325, 0.079, 0.294], [-0.232, -1.413, -1.023], [-1.659, -1.054, 0.478], [-0.240, 0.250, 0.522], [0.290, 0.670, -0.652]]}


# 2
{"formula": "CH4NOP", "method": "wB97M-V/def2-TZVPD", "mol_weight_da": 77.0, "relative_energy_kj_mol": 162.9, "species": ["C", "N", "O", "P", "H", "H", "H", "H"], "positions_angstrom": [[-0.467493, 0.049500, 0.806021], [0.179317, 0.323729, -0.530721], [-2.427735, -0.846358, -0.402659], [-2.043679, 0.538824, -0.090946], [-0.244865, -0.399412, -1.088873], [1.263378, 0.340201, -0.687189], [-0.384667, -0.914333, 1.151809], [0.156395, 0.661061, 1.549247]], "forces_ev_per_angstrom": [[2.722, 4.343, 0.189], [1.286, -0.742, -0.198], [-1.034, -0.693, -0.990], [0.901, 0.287, 1.484], [0.805, -0.397, -0.915], [-2.853, -0.030, 0.828], [-0.320, -2.511, 0.416], [-1.505, -0.257, -0.814]]}


# 3
{"formula": "CH4NOP", "method": "wB97M-V/def2-TZVPD", "mol_weight_da": 77.0, "relative_energy_kj_mol": 186.4, "species": ["C", "N", "O", "P", "H", "H", "H", "H"], "positions_angstrom": [[0.085579, -1.401468, -0.218706], [0.540306, 1.536662, -0.303913], [-0.665405, 0.500936, 1.520164], [-0.148288, 0.173647, 0.067921], [0.537530, -1.700699, -1.150709], [0.898556, 1.372320, -1.263285], [-0.458170, 1.471975, 1.383716], [-0.790107, -1.953373, -0.035187]], "forces_ev_per_angstrom": [[0.018, -0.231, -1.120], [-0.020, -1.399, -1.723], [-0.617, 0.959, -0.193], [1.841, 1.225, 0.683], [0.298, 0.178, -0.154], [-0.033, 0.825, 0.447], [-0.585, -0.506, 1.258], [-0.902, -1.050, 0.802]]}


# 4
{"formula": "CH4NOP", "method": "wB97M-V/def2-TZVPD", "smiles": "C#[N+][O-].P", "mol_weight_da": 77.0, "relative_energy_kj_mol": 439.4, "species": ["C", "N", "O", "P", "H", "H", "H", "H"], "positions_angstrom": [[2.345503, 0.489223, 2.839703], [2.059038, -0.573745, 3.222443], [1.887327, -1.628654, 3.706494], [-0.845820, 0.635125, 0.119537], [2.729656, 1.216746, 2.235369], [-2.133393, 1.000618, 0.222688], [-1.154063, -0.526668, 0.745165], [-0.504266, 1.510751, 1.164816]], "forces_ev_per_angstrom": [[-1.216, -2.438, 1.283], [1.418, 2.571, -0.872], [-0.787, -1.598, 0.667], [1.458, 0.797, -1.464], [0.575, 1.468, -1.095], [-1.759, 0.670, -0.223], [0.148, -1.080, 1.190], [0.162, -0.391, 0.513]]}


# 5
{"formula": "CH4NOPS", "method": "wB97M-V/def2-TZVPD", "smiles": "O=C(P)NS", "mol_weight_da": 109.1, "relative_energy_kj_mol": 70.5, "species": ["C", "N", "O", "P", "S", "H", "H", "H", "H"], "positions_angstrom": [[-0.474359, -0.002082, -0.300678], [0.374154, -0.782081, 0.408040], [-0.940679, -0.309455, -1.388148], [-0.700755, 1.749975, 0.413995], [0.960524, -2.338354, -0.093683], [1.011442, -0.419815, 1.149267], [-0.542338, 2.447068, -0.737900], [-1.948448, 1.809613, 0.303284], [2.260459, -2.154869, 0.245822]], "forces_ev_per_angstrom": [[0.016, 0.796, -2.006], [1.942, -0.320, 1.607], [0.105, -0.210, 1.187], [4.731, -0.818, 2.024], [-0.240, -0.074, -0.263], [-1.565, 0.112, -0.795], [0.441, 0.377, -1.318], [-5.019, -0.098, -0.282], [-0.412, 0.235, -0.155]]}


# 6
{"formula": "CH4NOPS2", "method": "wB97M-V/def2-TZVPD", "smiles": "N[P@@](=S)(S)C=O", "mol_weight_da": 141.2, "relative_energy_kj_mol": 49.5, "species": ["C", "N", "O", "P", "S", "S", "H", "H", "H", "H"], "positions_angstrom": [[0.864487, 0.821427, 1.441078], [-0.656997, -0.911081, -0.084820], [1.107562, 2.005228, 1.603484], [0.686736, 0.090876, -0.160488], [2.226017, -1.115452, -0.249814], [0.199199, 1.618858, -1.610628], [1.008717, 0.142314, 2.395786], [-1.519108, -0.494895, -0.594577], [-0.578815, -1.886888, -0.358547], [1.464403, 1.664633, -2.123280]], "forces_ev_per_angstrom": [[1.180, 2.020, 3.569], [-2.822, 1.737, -1.416], [-0.518, -1.148, -0.481], [0.186, -2.638, -1.708], [-0.054, 0.899, -0.347], [0.823, -0.606, 0.530], [-0.623, 0.450, -1.914], [1.797, -0.958, 1.337], [0.569, 0.343, 0.082], [-0.537, -0.099, 0.347]]}


# 7
{"formula": "CH4NOS", "method": "wB97M-V/def2-TZVPD", "mol_weight_da": 78.1, "charge": -1, "relative_energy_kj_mol": 404.7, "species": ["C", "N", "O", "S", "H", "H", "H", "H"], "positions_angstrom": [[-0.114958, 0.594551, -0.237248], [0.987894, -0.262614, -0.642995], [0.424452, -1.938221, 0.199576], [2.404467, 0.278414, -0.006368], [0.119767, 1.353892, 0.455668], [-0.477424, 1.090467, -1.166945], [-0.860530, -0.150155, 0.319617], [0.830940, -1.833655, 1.108589]], "forces_ev_per_angstrom": [[-2.381, -2.408, 0.038], [0.185, -0.571, 0.515], [0.745, 1.016, 1.027], [0.485, -0.232, 0.050], [0.703, 0.907, 0.950], [-0.330, -0.526, 0.594], [1.017, 1.779, -1.713], [-0.425, 0.035, -1.460]]}


# 8
{"formula": "CH4NOS", "method": "wB97M-V/def2-TZVPD", "mol_weight_da": 78.1, "charge": -1, "relative_energy_kj_mol": 351.2, "species": ["C", "N", "O", "S", "H", "H", "H", "H"], "positions_angstrom": [[-1.181590, -0.512146, -0.005566], [-0.593235, 0.846441, 0.041828], [-1.216993, 1.910176, -0.091603], [2.568173, 0.003988, 0.167225], [-0.451585, -1.336509, 0.024051], [-2.232193, -0.735824, -0.224032], [0.532780, 0.869375, 0.018567], [1.795124, -0.917635, 0.894632]], "forces_ev_per_angstrom": [[2.838, 4.346, 0.093], [-1.308, -5.760, -1.115], [-0.161, 0.108, 0.238], [-1.034, -0.724, 0.664], [-0.278, 0.861, 0.061], [0.430, 0.843, 0.269], [-1.323, -0.524, 0.451], [0.836, 0.850, -0.661]]}


# 9
{"formula": "CH4NP3", "method": "wB97M-V/def2-TZVPD", "smiles": "N#C[PH2]=P#[PH2]", "mol_weight_da": 123.0, "relative_energy_kj_mol": 133.5, "species": ["C", "N", "P", "P", "P", "H", "H", "H", "H"], "positions_angstrom": [[-0.270935, -1.834286, -0.300321], [-0.758741, -2.575132, -1.032414], [-0.101932, -0.426103, 0.849935], [0.243536, 2.274616, -0.816874], [-0.853190, 1.490465, 0.875230], [1.271954, -0.795990, 1.015948], [-0.583049, -1.070119, 2.016264], [1.386174, 1.490264, -0.622081], [-0.333818, 1.446285, -1.985686]], "forces_ev_per_angstrom": [[-1.350, 0.839, -0.090], [0.363, -0.327, -0.164], [1.138, -1.466, 1.006], [-0.642, -0.609, -1.777], [-0.492, -0.214, 0.076], [-0.213, 0.911, 0.053], [-0.026, 0.045, -0.353], [0.385, -0.127, -0.281], [0.837, 0.949, 1.529]]}


# 10
{"formula": "CH4NP3", "method": "wB97M-V/def2-TZVPD", "mol_weight_da": 123.0, "multiplicity": 3, "relative_energy_kj_mol": 116.2, "s_squared": 2.015, "species": ["C", "N", "P", "P", "P", "H", "H", "H", "H"], "positions_angstrom": [[2.292291, 0.372121, -0.440917], [3.363994, 0.610619, -0.143239], [-1.262552, -1.659595, 0.440071], [-0.753561, 1.428796, 0.539858], [-0.354836, -0.170611, -0.869036], [-1.497861, -2.590030, -0.530512], [-0.172031, -2.540393, 0.928001], [0.273853, 2.449826, 0.020661], [-1.889293, 2.099271, 0.055115]], "forces_ev_per_angstrom": [[-3.180, -0.733, -0.933], [2.482, 0.571, 0.726], [0.499, -0.827, 0.908], [1.952, 1.427, -1.434], [0.923, 0.458, 1.314], [-0.548, -0.700, -0.920], [-0.419, 1.119, -0.423], [-1.456, -1.327, 0.736], [-0.254, 0.011, 0.026]]}


# 11
{"formula": "CH4NiO", "method": "wB97M-V/def2-TZVPD", "mol_weight_da": 90.7, "multiplicity": 3, "s_squared": 2.024, "species": ["O", "Ni", "H", "C", "H", "H", "H"], "positions_angstrom": [[0.652127, 0.520030, -2.425943], [1.448219, -0.385952, -1.190591], [-0.176793, 0.272486, -0.410346], [-0.395068, -0.045068, 0.734166], [-1.197914, -0.784632, 0.634057], [0.361903, -0.463259, 1.405117], [-0.692474, 0.886396, 1.253540]], "forces_ev_per_angstrom": [[0.644, -0.585, 0.542], [-0.732, 0.655, -0.517], [-0.013, -0.528, 2.346], [-0.100, 0.713, -1.508], [0.009, 0.399, 0.298], [0.416, -0.123, -0.646], [-0.224, -0.531, -0.515]]}


# 12
{"formula": "CH4NiO2", "method": "wB97M-V/def2-TZVPD", "mol_weight_da": 106.7, "multiplicity": 4, "charge": 1, "s_squared": 3.759, "species": ["H", "O", "Ni", "O", "C", "H", "H", "H"], "positions_angstrom": [[-3.089695, 0.846039, -0.095721], [-0.912580, -0.220748, -0.733474], [-2.031607, -0.005860, 0.846797], [0.336570, -0.243482, -1.027356], [1.254944, -0.114746, 0.074611], [2.233256, 0.042086, -0.385899], [0.973384, 0.753550, 0.684197], [1.235728, -1.056840, 0.636845]], "forces_ev_per_angstrom": [[0.747, -0.733, 1.170], [-0.107, -0.136, -0.014], [-1.086, 0.909, -1.021], [0.391, -0.052, -0.455], [0.225, 0.033, 0.480], [-0.236, -0.058, 0.074], [0.040, -0.205, -0.151], [0.026, 0.240, -0.082]]}


# 13
{"formula": "CH4O2", "method": "wB97M-V/def2-TZVPD", "smiles": "C=O.O", "mol_weight_da": 48.0, "relative_energy_kj_mol": 44.3, "species": ["O", "C", "H", "H", "H", "H", "O"], "positions_angstrom": [[-0.315456, -1.533963, -0.041492], [-0.560024, -0.933126, -1.073073], [-0.407440, 0.038123, -1.106254], [-0.932459, -1.417321, -1.995797], [0.951136, 1.989768, 1.561734], [0.351548, 0.634198, 1.600286], [0.912692, 1.222323, 1.054594]], "forces_ev_per_angstrom": [[-0.433, 0.210, -1.087], [-0.311, -5.074, 1.247], [0.738, 5.159, -0.311], [0.020, -0.240, 0.241], [0.258, 2.227, 1.220], [0.486, 0.150, -0.650], [-0.759, -2.432, -0.660]]}


# 14
{"formula": "CH4O2", "method": "wB97M-V/def2-TZVPD", "smiles": "C=O.O", "mol_weight_da": 48.0, "relative_energy_kj_mol": 40.1, "species": ["O", "C", "H", "H", "O", "H", "H"], "positions_angstrom": [[-1.028490, -0.013080, 0.723179], [0.000000, 0.000000, 0.000000], [0.598760, 0.919972, -0.201509], [0.284264, -0.919252, -0.565360], [-5.480695, 2.245606, -1.723669], [-4.870101, 1.844709, -2.382999], [-6.241159, 2.571857, -2.256122]], "forces_ev_per_angstrom": [[3.693, 0.245, -2.306], [-3.404, -0.266, 1.530], [-0.317, -0.372, 0.393], [0.034, 0.389, 0.384], [-0.160, -0.065, -1.239], [-0.687, 0.437, 0.696], [0.842, -0.369, 0.542]]}


# 15
{"formula": "CH4O2", "method": "wB97M-V/def2-TZVPD", "smiles": "C=O.O", "mol_weight_da": 48.0, "relative_energy_kj_mol": 24.3, "species": ["O", "C", "H", "H", "O", "H", "H"], "positions_angstrom": [[-0.492640, 0.327010, 1.057590], [0.000000, 0.000000, 0.000000], [0.186440, 0.711070, -0.839690], [0.251010, -1.071860, -0.183190], [-1.698319, -3.020409, 0.966510], [-2.096549, -2.120629, 0.975310], [-1.206900, -3.065839, 0.115220]], "forces_ev_per_angstrom": [[0.477, -0.079, -1.125], [-0.516, -0.137, 0.723], [-0.029, -0.149, 0.429], [0.064, 0.382, -0.047], [0.122, 0.835, -0.935], [0.471, -0.890, 0.034], [-0.590, 0.038, 0.921]]}


# 16
{"formula": "CH4O2", "method": "wB97M-V/def2-TZVPD", "smiles": "C=O.O", "mol_weight_da": 48.0, "relative_energy_kj_mol": 153.0, "species": ["O", "C", "H", "H", "O", "H", "H"], "positions_angstrom": [[-0.406748, -0.721173, 0.822470], [0.000000, 0.000000, 0.000000], [0.698038, 0.855884, 0.160198], [-0.291892, -0.220715, -1.054298], [0.281500, 1.714321, 1.603930], [1.065830, 1.582953, 2.183437], [0.658526, 1.944850, 0.724739]], "forces_ev_per_angstrom": [[-0.616, -1.370, 2.417], [0.730, 0.029, -3.852], [-0.190, -2.325, -1.296], [0.062, 0.409, -0.083], [1.192, 1.957, 1.397], [-0.806, 0.226, -0.448], [-0.371, 1.074, 1.866]]}


# 17
{"formula": "CH4O2P", "method": "wB97M-V/def2-TZVPD", "smiles": "C[P@H](=O)[O-]", "mol_weight_da": 79.0, "charge": -1, "relative_energy_kj_mol": 0.0, "species": ["C", "O", "O", "P", "H", "H", "H", "H"], "positions_angstrom": [[-0.899681, -0.023283, -0.307712], [1.531211, 1.284424, -0.139417], [1.577632, -1.329797, -0.042567], [0.880162, -0.007289, 0.292257], [-1.017476, 0.516056, -1.254057], [-1.248010, -1.017913, -0.563143], [-1.306778, 0.641320, 0.455566], [0.482938, -0.063518, 1.559072]], "forces_ev_per_angstrom": [[1.378, 0.965, -1.055], [-0.529, -0.265, 0.764], [-0.824, 1.188, 0.538], [1.150, -1.436, -3.955], [0.350, 0.211, 0.025], [-0.480, -0.208, 1.022], [-0.999, -0.697, 0.081], [-0.046, 0.241, 2.579]]}


# 18
{"formula": "CH4O2PS", "method": "wB97M-V/def2-TZVPD", "mol_weight_da": 111.1, "charge": -1, "relative_energy_kj_mol": 483.8, "species": ["C", "O", "O", "P", "S", "H", "H", "H", "H"], "positions_angstrom": [[-0.339944, -0.441374, -0.772170], [1.444661, 0.252558, -2.616811], [2.467307, -0.701715, 1.193361], [1.327643, -0.918658, -1.659458], [2.598762, 0.785713, 1.530599], [-0.640712, -1.224794, -0.044001], [-0.962017, -0.548194, -1.584581], [-0.184250, 0.516168, -0.430483], [1.169086, 1.238967, 1.558587]], "forces_ev_per_angstrom": [[2.475, -3.783, 0.510], [0.232, -1.265, 0.880], [-0.200, -1.634, -1.096], [-0.943, 1.704, 0.235], [-1.996, 1.961, 0.356], [0.370, 0.829, -0.017], [-1.772, 0.339, -1.931], [-0.011, 2.133, 0.976], [1.844, -0.283, 0.087]]}


# 19
{"formula": "CH4O2S", "method": "wB97M-V/def2-TZVPD", "mol_weight_da": 80.1, "relative_energy_kj_mol": 311.8, "species": ["C", "O", "O", "S", "H", "H", "H", "H"], "positions_angstrom": [[0.893835, -0.843911, -0.188063], [-1.493966, 0.877078, -1.219811], [-1.532746, 0.403839, 1.286231], [-0.849301, 0.752347, 0.065600], [1.312982, -0.980651, -1.276420], [1.539849, -0.358957, 0.615486], [0.242534, -1.711660, 0.144611], [-0.113188, 1.861915, 0.572366]], "forces_ev_per_angstrom": [[-1.770, 1.358, 0.051], [0.178, 0.628, 0.878], [-0.378, -0.243, -0.383], [2.994, -2.007, -0.016], [-0.933, 0.727, 2.335], [-0.649, -1.091, -1.312], [1.114, 1.120, -0.270], [-0.557, -0.491, -1.283]]}


# 20
{"formula": "CH4O2S", "method": "wB97M-V/def2-TZVPD", "smiles": "CSOO", "mol_weight_da": 80.1, "relative_energy_kj_mol": 404.3, "species": ["C", "O", "O", "S", "H", "H", "H", "H"], "positions_angstrom": [[-1.117119, 0.318875, -0.016040], [2.162391, -0.787513, 0.298597], [1.509062, 0.305278, -0.606023], [0.464233, 1.241773, 0.024718], [-1.774183, 0.746405, 0.623389], [-0.886688, -0.630430, 0.256605], [-1.786399, 0.240549, -0.981298], [1.428706, -1.434940, 0.400055]], "forces_ev_per_angstrom": [[0.111, 1.131, -4.592], [-1.012, 0.552, -0.037], [1.720, -2.368, -1.073], [-2.008, 1.310, 1.134], [-1.666, 1.382, 2.584], [0.461, -2.917, 1.065], [1.948, 0.386, 1.179], [0.447, 0.522, -0.259]]}


Total energy, respectively: -32451.87442, -13926.84544, -13926.60177, -13923.97936, -24761.76493, -35598.86478, -15472.30181, -15472.85594, -30455.41240, -30452.36714, -44187.93024, -46225.45099, -5195.56568, -5195.60876, -5195.77287, -5194.43885, -14488.14991, -25320.27361, -16028.84326, -16027.88466 eV.